Record 1
11
Properties=species:S:1:pos:R:3:forces:R:3 method="wB97M-V/def2-TZVPD" total_charge=0 orbital_gap_ev=8.912 e_homo_ev=-9.1 relative_energy_kcal_mol=117.7 lumo_energy_ev=-0.233 total_energy_ev=-8772.590
O 0.465092 0.071671 1.364749 -0.2254 0.1176 -0.3703
O 0.745879 -0.723095 -0.743338 -0.1211 -0.0102 -0.0215
N -0.267420 1.101302 -1.845753 0.1430 -0.4376 0.3861
C 0.887383 -1.086594 0.596064 0.0174 -0.2122 -0.0117
C 0.062384 0.483308 -0.800276 -0.0384 0.1531 -0.1437
C -0.093559 0.991199 0.623031 1.0446 0.3846 0.1409
H -2.260164 0.624238 0.824045 0.3021 0.5073 0.1603
H -0.010217 0.583776 -2.690112 -0.0223 0.0564 0.1601
H -1.686072 1.174848 0.970496 -1.0239 -0.7423 -0.1786
H 0.225828 -1.919918 0.857974 0.1084 0.1035 -0.0492
H 1.930864 -1.300736 0.843120 -0.1844 0.0797 -0.0725

---

Record 2
60
Properties=species:S:1:pos:R:3:forces:R:3 method="wB97M-V/def2-TZVPD" smiles="C=CC[C@](N)(c1ccccc1)[C@H](OC)B(O)CC.O=C1OCCO1.O=C1OCCO1" total_charge=0 orbital_gap_ev=8.387 e_homo_ev=-8.1 lumo_energy_ev=0.263 total_energy_ev=-39760.490
O -1.106311 -3.964202 -2.375402 0.3301 -0.8722 -0.0092
O 4.970277 -2.030844 3.960848 -0.4866 0.8010 0.3197
O -4.214385 1.114503 -1.989500 1.2846 0.0862 3.0083
O 0.250686 -5.805162 -2.410158 -2.4967 1.2275 -0.5004
O -1.286639 3.239826 -0.484872 -1.9715 -0.0055 -1.1988
O -1.912122 -5.921168 -3.146927 0.8504 0.3031 0.2489
O 5.146181 0.180272 3.568008 -0.6535 -0.5443 0.4069
O 3.354429 -0.614711 4.746742 2.3803 -0.4022 -1.3702
N -0.314333 0.812101 -2.842743 -0.7071 -0.0170 1.0966
C -1.840588 2.107250 -1.301638 0.2938 1.2978 -0.8801
C 0.808918 1.394453 1.083733 2.8566 0.4287 -1.4566
C -1.505306 -0.989094 0.538928 2.0867 -2.0985 2.3404
C -3.146079 2.076058 1.853585 -0.6825 1.9192 0.2310
C -2.364634 -3.691985 -2.962461 -0.4666 1.0107 -0.1965
C -4.121631 1.907849 0.553105 -0.3686 -0.9770 0.6507
C 6.026893 -1.856528 3.035577 0.5522 -0.8228 -0.5828
C -2.067399 4.467110 -0.694904 0.8362 1.5610 0.1548
C -0.827591 -5.277095 -2.624973 2.3832 -1.1603 0.4811
C 2.099348 1.595618 -1.379126 0.1674 0.1918 3.9550
C 3.515372 1.969644 -0.570835 -2.7385 -0.6423 2.2392
C 0.674983 1.268677 -0.563003 4.0125 1.3034 2.6765
C -1.296200 -0.611613 -1.039064 1.1168 -1.6217 0.5594
C 2.195875 1.751576 1.894060 0.3395 -0.2044 -3.9981
C -0.748629 0.896932 -1.359336 1.8645 0.1449 -1.3890
C -3.011274 -5.037519 -3.028699 -1.0796 -0.2594 -0.1267
C -0.529998 -1.740133 1.402732 -2.6681 1.6664 -2.5881
C 6.371378 -0.409283 3.176305 0.9265 0.5361 -0.3237
C 4.397983 -0.805230 4.144761 -2.2740 0.3840 1.2534
C 3.621298 2.041429 1.076136 -4.2806 -1.0436 -2.6035
B -3.372907 1.706059 -0.888534 -1.8573 -1.0868 -1.2290
H -2.663865 4.516868 -1.699746 1.0303 -0.4268 1.7876
H -4.764287 0.919714 0.742657 1.1281 1.9599 -0.4706
H -0.011853 1.745756 -3.192356 -0.0942 -1.2421 0.5531
H -2.308929 1.267582 1.968466 -1.8535 1.5209 -0.2868
H 6.868309 -2.510572 3.280288 -0.2622 0.0165 0.0661
H 2.182183 1.588514 -2.546106 -0.2717 -0.0276 2.5863
H 0.426750 -2.226516 0.923028 -1.9738 1.3119 1.0203
H 4.487589 2.192948 -1.214463 -2.3837 -0.5617 1.4682
H -0.143829 1.176917 1.735234 2.2054 0.5610 -1.4852
H -0.704265 -1.934132 2.567745 0.1767 0.5415 -2.9528
H 2.207733 1.789518 3.071549 -0.1468 -0.1549 -2.6997
H -1.928917 2.586131 -2.393900 0.2740 -1.3994 1.9651
H 5.663156 -2.104314 2.032890 0.0203 0.0499 0.0856
H -2.933641 -2.986512 -2.350744 0.2543 -0.0959 -0.0247
H -0.429259 -1.342060 -1.421498 -1.7793 1.6236 0.8659
H -3.564133 -5.281293 -2.115461 0.0580 0.0305 -0.0603
H -4.935592 2.775690 0.464105 1.8612 -1.7115 0.3094
H -1.272415 5.356505 -0.744251 -1.6927 -1.9417 0.1257
H -2.632971 3.150648 1.762091 -0.8813 -2.5292 0.2990
H 7.116025 -0.230952 3.959246 -0.0652 -0.0271 -0.0504
H -3.681576 -5.135598 -3.887020 0.1978 -0.1418 0.1130
H 0.403272 0.068765 -2.975290 -0.6354 1.1508 0.2412
H -2.775185 4.729328 0.204568 1.1691 -0.8034 -1.6765
H -4.930386 0.532896 -1.599115 1.0785 1.3593 -0.5715
H 4.646523 2.281210 1.629737 -2.6131 -0.5733 -1.3467
H -2.234134 -0.931733 -1.705444 1.8942 1.2732 1.5929
H -2.527684 -0.690692 1.037275 2.2279 -0.4500 -1.0062
H -3.850337 2.149738 2.808831 1.7281 -0.4461 -1.8742
H -2.205324 -3.255386 -3.954075 -0.0153 -0.0322 0.0828
H 6.729448 0.026242 2.239415 -0.1859 0.0620 0.1740

---

Record 3
17
Properties=species:S:1:pos:R:3:forces:R:3 method="wB97M-V/def2-TZVPD" smiles="C/C(=C/CBr)C(O)(O)Br" total_charge=0 orbital_gap_ev=9.834 e_homo_ev=-9.3 relative_energy_kcal_mol=54.8 lumo_energy_ev=0.489 total_energy_ev=-149492.411
Br 1.959086 -1.665180 -0.387747 0.1118 1.1267 -0.1785
Br -1.072583 -0.042574 3.661675 -0.6883 0.2222 1.2830
O 1.418345 0.871907 -1.744333 2.4444 0.3852 2.9837
O 1.662744 1.075712 0.541311 2.1509 0.8577 -0.1879
C -0.497874 -0.015376 -0.234695 2.8264 0.6349 -0.3034
C 1.210110 0.376160 -0.459958 -5.6364 -3.0118 -1.7040
C -1.125403 0.183256 -1.546480 -2.4296 -0.5182 -2.1107
C -1.057857 -0.458255 0.902351 2.5393 1.9083 -1.6235
C -0.250850 -0.650039 2.107741 3.1936 1.2101 -1.8624
H 0.733713 -0.005284 1.934940 -2.0766 -2.0900 0.9722
H -1.297265 1.221143 -1.843630 0.5235 0.3899 0.3921
H -2.205901 -0.138377 -1.527449 1.1195 -0.2946 -0.0869
H -0.632540 -0.269487 -2.496968 -0.8421 0.0301 1.8195
H -0.092015 -1.719306 2.046727 0.5970 -0.2866 1.0823
H 0.685822 0.739633 -2.308787 -1.2568 -0.4854 -0.6936
H -2.048975 -0.691171 1.029945 -2.4576 -0.5240 -0.4137
H 2.611441 1.187239 0.325358 -0.1190 0.4455 0.6317

---

Record 4
99
Properties=species:S:1:pos:R:3:forces:R:3 method="wB97M-V/def2-TZVPD" total_charge=+1 orbital_gap_ev=7.925 e_homo_ev=-12.1 lumo_energy_ev=-4.223 total_energy_ev=-164717.953
Br -0.821835 2.009973 -1.313043 0.1023 0.0905 0.7928
Cl -0.077567 3.249257 3.987360 -0.0962 -0.1489 -1.6034
P -2.218155 0.886672 1.828600 -3.9671 -2.6690 -2.5268
P 0.612307 3.459947 1.983734 0.2511 2.1174 -0.4392
F 3.740428 4.043772 2.431346 -0.2791 -3.7614 -0.0316
F 4.246612 -0.352960 2.920314 -1.5816 2.9998 0.7538
O -0.482600 4.460306 1.115974 0.3433 -1.6123 2.2301
O 3.167365 0.550317 4.746195 1.5173 -0.1184 -4.9999
O 5.057252 2.278775 1.874555 -4.6518 1.0491 1.8349
O -2.666057 2.518230 1.807275 1.2450 -2.5160 0.3332
O -2.749386 0.087345 0.606083 1.9973 2.4681 2.9694
O -2.999891 0.174011 3.192997 2.1633 1.3016 -1.7627
N 3.351231 1.103360 -4.595781 -3.9277 -2.1766 2.6612
N 0.430450 -3.584930 -6.407159 -3.2407 -1.4656 1.5509
N 2.861464 1.747310 2.767381 1.9261 -0.1193 -1.5525
N 2.247666 -3.719430 -2.524894 1.7666 -1.0372 3.3031
N -1.836912 8.364497 -4.360619 1.8571 -1.1641 3.2476
N 2.334052 -2.137444 2.978169 1.5423 -1.2970 3.1111
N 0.629716 1.513423 -0.197949 0.4950 -0.3066 -2.1157
N -4.183702 2.991758 -1.029377 -3.5445 0.6946 0.7746
C 2.814779 -4.043501 -1.538511 -1.1954 1.0387 -2.3510
C 3.124674 -4.317871 5.616709 -0.2895 -0.3078 0.0572
C 0.588702 1.673912 1.306290 0.6468 -2.2868 0.5871
C 2.897776 -2.485709 3.956975 -1.3337 0.8763 -2.2279
C -1.804153 -4.675728 -5.395280 0.7554 0.3357 -0.0364
C 1.695853 1.012801 -0.823953 1.5178 -0.1797 0.9787
C 2.094281 1.124944 1.638408 -0.5244 -2.6688 0.0816
C 1.266153 -0.581961 -4.579005 1.6730 2.4863 2.8839
C 3.445894 0.627876 3.543298 -0.5022 -0.7462 4.5207
C 1.959972 0.713847 -2.349367 -1.1120 -1.3434 -2.7656
C -7.017509 4.097533 0.726230 0.0638 0.0540 0.4232
C -0.554767 -4.064973 -5.963064 2.1864 1.1937 -1.3105
C 1.631541 -4.353825 5.925452 -0.0511 -0.0431 0.0522
C -5.336595 3.187631 -0.857289 2.6295 -0.6025 -0.6733
C 3.089724 1.328115 -3.214380 -1.1391 -0.9993 0.4874
C 3.050398 -5.838101 0.161590 -0.2580 -0.2672 0.0927
C 1.000864 -0.318609 -3.064035 2.8037 1.8630 -2.4264
C -0.537777 7.616318 -2.133976 -0.4398 -0.0443 -0.7815
C -1.020637 6.233285 -1.691102 -0.1881 -0.1773 0.1286
C 2.836607 0.704700 0.278752 -2.0677 0.6555 -1.2986
C -0.452385 -6.283294 -3.954880 0.0680 -0.0439 0.0207
C -1.264084 8.035814 -3.380371 -1.2025 1.0624 -2.3387
C -0.360529 0.575245 1.999012 -0.2918 0.1914 0.5389
C -1.530191 -5.204840 -3.985274 0.1643 -0.2108 0.2753
C -6.800941 3.437173 -0.637638 0.7657 0.0636 0.0200
C 2.443260 0.195767 -5.224440 -1.0995 -0.5027 1.5520
C -2.511343 6.199402 -1.371800 -0.0262 -0.1019 0.0758
C 3.613792 -2.928256 5.200204 -0.3849 -0.0511 -0.6676
C -6.532772 3.234968 1.887276 -0.0188 -0.0003 0.0680
C 3.953217 2.628685 2.311472 3.8717 1.2884 -1.2145
C 1.557643 -5.872432 0.471962 -0.0606 -0.0583 0.0539
C 3.533893 -4.456518 -0.285116 -0.3860 -0.0480 -0.7409
H 0.158802 -0.826831 -2.490290 1.3143 0.7356 -0.9459
H -0.717396 8.355752 -1.348689 -0.0364 0.0044 -0.1550
H -2.834703 -0.802226 3.123328 -0.2924 1.1472 -0.1191
H 0.595558 -1.295745 -5.188886 1.4302 1.2469 1.1126
H -2.137369 -5.484370 -6.051532 0.1234 0.1180 -0.0314
H -1.225028 -4.380281 -3.332544 -0.0904 -0.0056 -0.1059
H 2.607153 0.012441 -6.351857 -0.1371 0.4167 2.0912
H -0.809042 5.498075 -2.474848 0.0779 0.1175 0.0254
H 3.267987 -6.576464 -0.616647 0.0948 0.1289 0.0677
H 3.340121 -5.040215 4.822699 0.1001 0.1047 0.0723
H 4.608786 -4.479681 -0.482071 -0.1233 0.1191 -0.1116
H 3.606298 -6.138968 1.054444 0.0705 0.0976 -0.1170
H 1.835997 0.087238 2.087679 0.5215 1.6472 -0.7005
H 3.801113 2.057636 -2.671895 -1.2045 -1.2370 -1.1658
H -6.497668 5.060542 0.758552 -0.1048 -0.0562 -0.1246
H -2.456321 -5.615690 -3.572598 -0.0088 0.1280 -0.1186
H -0.311464 -6.650541 -2.935293 -0.0326 -0.0105 -0.0906
H -2.806086 2.846272 0.879991 -0.0623 -0.7474 0.5661
H -5.455184 3.057026 1.835612 -0.0755 -0.0418 -0.0269
H 2.944397 -0.431913 0.309010 0.5008 1.6638 -0.3019
H 3.430427 -2.201152 5.996104 -0.0544 0.0629 -0.2121
H -7.041534 2.266358 1.895415 0.0750 0.0686 0.0256
H -1.067734 4.864406 1.802308 0.1658 -0.2667 -0.7941
H -0.148396 0.484982 3.134390 -0.0351 0.4749 -1.8729
H 0.512074 -5.899034 -4.297132 -0.0940 0.0049 -0.0135
H -0.460258 5.926986 -0.803329 0.0527 0.1050 -0.1441
H -7.175247 4.085954 -1.433619 0.1838 -0.1298 -0.0445
H -2.759256 6.914359 -0.580722 -0.0049 -0.0189 -0.0735
H 0.956701 -5.642459 -0.411941 0.0689 0.0424 0.0464
H -2.804881 5.202475 -1.033529 0.0014 0.0887 -0.0174
H -0.729206 -7.132292 -4.587307 0.0376 0.0549 0.0645
H 1.379632 -3.651990 6.726236 -0.0083 -0.0692 -0.0681
H -6.733516 3.732324 2.839154 -0.0108 -0.0759 -0.0821
H 1.303808 -5.153972 1.257798 -0.0068 -0.0435 -0.0578
H -7.338330 2.486573 -0.694269 0.1919 0.0153 -0.0421
H -3.117349 6.434645 -2.250523 0.0649 0.0434 0.0678
H -2.590582 -3.917242 -5.366229 0.1413 -0.0003 -0.1547
H 1.263688 -6.867849 0.813509 0.0186 0.1048 0.0034
H 0.535780 7.592556 -2.337598 -0.1241 0.1352 -0.0900
H 3.678871 -4.639717 6.502859 0.0726 0.1259 -0.1338
H 3.723363 1.309224 -0.107708 -0.7999 -1.0980 1.0000
H -0.170762 -0.474689 1.548673 -0.4708 1.7318 0.5439
H 4.688744 -2.951030 5.003242 -0.1221 0.1602 -0.1244
H 1.031746 -4.102797 5.046424 0.0551 0.0323 0.0482
H 1.334113 -5.355220 6.245194 0.0217 0.1172 0.0076
H -8.083619 4.303384 0.857051 0.0856 -0.0057 -0.1769
H 3.347993 -3.713426 0.496072 -0.0637 0.0079 -0.1219

---

Record 5
9
Properties=species:S:1:pos:R:3:forces:R:3 method="wB97M-V/def2-TZVPD" smiles="[H]/N=C(/N)C#C" total_charge=0 orbital_gap_ev=10.399 e_homo_ev=-9.7 relative_energy_kcal_mol=88.5 lumo_energy_ev=0.663 total_energy_ev=-6152.063
N 1.180080 1.281630 -0.179461 -0.6801 -1.9532 -0.3714
N 1.197396 -0.985127 0.266999 3.5273 0.5062 -4.8119
C -2.060610 0.038191 0.258501 0.8577 -0.1748 -0.0511
C 0.537088 0.138512 -0.173199 -2.0156 3.9052 2.9228
C -0.905782 0.050666 -0.078560 -0.7307 0.4153 0.0217
H 1.753797 -0.708561 -0.756871 0.2033 -2.6345 3.3620
H 0.745244 -1.882252 0.139109 -0.4555 0.2298 -0.3793
H 0.566181 2.091658 -0.182245 -0.2057 -0.3225 -0.5581
H -3.013395 -0.024716 0.705726 -0.5008 0.0285 -0.1347